{"formula": "C45H36N5PdS4", "method": "ωB97M-V/def2-TZVPD", "elements": ["Pd", "S", "C", "C", "C", "C", "C", "C", "C", "C", "C", "N", "H", "H", "H", "H", "H", "H", "N", "S", "N", "S", "N", "S", "N", "C", "C", "C", "C", "C", "C", "C", "C", "C", "C", "C", "C", "C", "C", "C", "C", "C", "C", "C", "C", "C", "C", "C", "C", "C", "C", "C", "C", "C", "C", "C", "C", "C", "C", "C", "C", "H", "H", "H", "H", "H", "H", "H", "H", "H", "H", "H", "H", "H", "H", "H", "H", "H", "H", "H", "H", "H", "H", "H", "H", "H", "H", "H", "H", "H", "H"], "positions_angstrom": [[2.29485, -1.41179, 0.33560], [6.35360, -2.83881, -0.28752], [6.04419, -1.77748, -1.60679], [4.87060, -1.10869, -1.47384], [4.24205, -1.48996, -0.29243], [4.85950, -2.49359, 0.45154], [4.23341, -3.05886, 1.61048], [4.79891, -3.80965, 2.62685], [3.97611, -4.44598, 3.58624], [2.62709, -4.10289, 3.54184], [2.08697, -3.25286, 2.57225], [2.86653, -2.73616, 1.64345], [6.79574, -1.62566, -2.37283], [4.36608, -0.42169, -2.15922], [5.89206, -3.86612, 2.64121], [4.31197, -5.25770, 4.20804], [2.01286, -4.41489, 4.36635], [1.06172, -3.01919, 2.59189], [0.13243, -1.97472, 0.38272], [-1.25920, -1.84927, -0.05212], [-1.86548, -0.35250, -0.53834], [-1.56188, 1.16787, -0.17386], [-0.04051, 1.77857, -0.11009], [1.37693, 1.34917, -0.63918], [1.69474, -0.08211, -1.05816], [2.49304, 2.02339, 0.63570], [2.04229, 2.72868, 1.69182], [2.90492, 3.03894, 2.74587], [4.25853, 2.77154, 2.67556], [4.71385, 2.14723, 1.52848], [3.85051, 1.75459, 0.50789], [1.78426, 2.32230, -2.09955], [2.10393, 1.71068, -3.37249], [2.28646, 2.49256, -4.47821], [2.22436, 3.90231, -4.33117], [1.74669, 4.48089, -3.17995], [1.57268, 3.70626, -2.02314], [-2.44414, 2.11422, -1.40312], [-2.86441, 3.40194, -1.06938], [-3.44351, 4.22288, -2.02488], [-3.74379, 3.69761, -3.25478], [-3.39937, 2.40425, -3.59702], [-2.71576, 1.58443, -2.64545], [-2.30515, 1.70095, 1.32473], [-3.72491, 1.68943, 1.32148], [-4.36956, 2.05535, 2.50915], [-3.66182, 2.36342, 3.69392], [-2.24538, 2.32988, 3.68762], [-1.58723, 1.96644, 2.52499], [-2.36544, -2.29613, 1.28101], [-2.10146, -1.87402, 2.55072], [-2.96398, -2.11969, 3.57767], [-4.08376, -2.92900, 3.38116], [-4.37466, -3.43449, 2.13039], [-3.46613, -3.17970, 1.07222], [-1.88704, -2.80093, -1.51989], [-3.20025, -2.50435, -2.00846], [-3.69017, -3.12663, -3.19175], [-2.85840, -4.09085, -3.81698], [-1.53483, -4.18412, -3.41017], [-1.01251, -3.63603, -2.22159], [1.03137, 3.16071, 1.71614], [2.48715, 3.53891, 3.64137], [4.93723, 3.03385, 3.47108], [5.76952, 2.00097, 1.40665], [4.21726, 1.25214, -0.39856], [2.23334, 0.61545, -3.40699], [2.50582, 2.04051, -5.42295], [2.48302, 4.49564, -5.21501], [1.53257, 5.60698, -3.08411], [1.19283, 4.09711, -1.05606], [-2.58865, 3.88233, -0.12830], [-3.60282, 5.29197, -1.74770], [-4.34540, 4.28852, -3.93611], [-3.55207, 2.07452, -4.60845], [-2.31457, 0.58395, -2.98234], [-4.23908, 1.29785, 0.47970], [-5.41615, 2.27119, 2.48126], [-4.19817, 2.63491, 4.55120], [-1.66958, 2.68117, 4.54646], [-0.54822, 1.85784, 2.56277], [-1.23739, -1.23143, 2.71562], [-2.74887, -1.87155, 4.59905], [-4.64667, -3.21174, 4.29059], [-5.20158, -4.05399, 1.90816], [-3.54700, -3.68556, 0.11472], [-3.83396, -1.92639, -1.38260], [-4.71378, -2.78018, -3.50588], [-3.20410, -4.71396, -4.64574], [-0.88118, -4.71468, -4.10469], [-0.01003, -3.85638, -1.84579]], "s_squared": 2.0199, "spin_multiplicity": 3, "e_homo_ha": [-0.2326, -0.3488], "de_lowest_kj_mol": 121.22, "charge": 1, "lumo_energy_ev": [-2.71, -4.08], "max_force_ha_per_bohr": 0.10158}



{"formula": "C45H37BN3O6PdS4", "method": "ωB97M-V/def2-TZVPD", "elements": ["Pd", "O", "S", "O", "O", "O", "C", "C", "C", "C", "C", "C", "C", "S", "O", "C", "C", "C", "C", "C", "C", "C", "C", "C", "C", "C", "C", "C", "C", "C", "C", "C", "C", "C", "C", "S", "O", "C", "C", "C", "C", "C", "C", "C", "H", "H", "H", "H", "H", "H", "H", "H", "H", "H", "H", "H", "H", "H", "H", "H", "H", "H", "H", "H", "H", "H", "H", "H", "H", "H", "S", "C", "C", "C", "N", "C", "C", "C", "C", "C", "N", "C", "C", "H", "H", "H", "H", "H", "H", "H", "H", "B", "C", "N", "H", "H", "H"], "positions_angstrom": [[-0.04069, 0.79379, 0.15308], [1.11355, -1.37844, 2.06264], [-0.12445, -1.75296, 1.47413], [-0.73631, -2.99120, 1.76450], [0.57249, -1.93772, -0.22012], [-1.05438, -0.62367, 1.27845], [-3.99032, 1.97805, -7.04048], [-3.61071, 1.56720, -5.64759], [-4.05805, 0.35993, -5.11450], [-3.68439, -0.04543, -3.84505], [-2.85822, 0.77146, -3.08998], [-2.42422, 1.99780, -3.58889], [-2.79352, 2.38131, -4.86420], [-2.26919, 0.41646, -1.46369], [-0.82595, -0.09406, -1.56947], [-3.21478, -0.93981, -0.78060], [-4.09687, -0.51986, 0.23715], [-4.63653, -1.43202, 1.09367], [-4.27915, -2.79668, 1.01148], [-4.77616, -3.74731, 1.93654], [-4.43384, -5.06229, 1.82856], [-3.58392, -5.49403, 0.78593], [-3.09327, -4.60444, -0.12266], [-3.41577, -3.22635, -0.02469], [-2.89784, -2.27408, -0.94801], [-2.29239, -2.78242, -2.21520], [-3.24423, -3.22717, -3.19615], [-4.63703, -3.29470, -2.91324], [-5.52531, -3.70551, -3.86374], [-5.08632, -4.06466, -5.15673], [-3.75834, -4.02050, -5.45681], [-2.81114, -3.61686, -4.48336], [-1.43168, -3.61655, -4.77446], [-0.52331, -3.27909, -3.82313], [-0.96094, -2.85574, -2.53838], [0.43344, -2.90290, -1.41523], [0.58473, -4.27422, -1.03791], [1.80485, -2.25785, -2.30667], [2.99974, -2.94763, -2.17242], [4.13868, -2.39445, -2.73593], [4.09245, -1.17391, -3.40662], [5.34104, -0.56235, -3.97089], [2.86838, -0.51115, -3.52211], [1.71566, -1.04378, -2.97793], [-4.96068, 1.57217, -7.32228], [-3.25449, 1.60597, -7.75628], [-4.02519, 3.06191, -7.13779], [-4.71469, -0.27296, -5.69927], [-4.06271, -0.96862, -3.44152], [-1.79110, 2.64012, -2.98786], [-2.45048, 3.33048, -5.25563], [-4.30862, 0.53627, 0.35028], [-5.31555, -1.11313, 1.87437], [-5.43083, -3.40920, 2.72985], [-4.81312, -5.78247, 2.54091], [-3.31664, -6.53963, 0.71378], [-2.43056, -4.94452, -0.90785], [-5.00318, -3.02007, -1.93407], [-6.57862, -3.75961, -3.62266], [-5.80509, -4.38240, -5.89996], [-3.40132, -4.30343, -6.43897], [-1.09506, -3.91708, -5.75822], [0.52700, -3.34245, -4.05301], [3.03648, -3.89055, -1.64324], [5.08113, -2.91952, -2.64620], [6.04516, -1.32764, -4.29385], [5.83484, 0.04614, -3.21055], [5.11629, 0.08781, -4.81424], [2.82272, 0.44505, -4.02863], [0.77371, -0.51818, -3.05761], [1.05676, 4.99803, 5.02190], [0.74031, 3.89251, 3.68981], [1.08620, 2.55176, 3.83715], [0.81844, 1.66709, 2.81539], [0.23536, 2.06316, 1.67535], [-0.09066, 3.35478, 1.51597], [0.12744, 4.28753, 2.50202], [1.24611, 6.53036, 4.13090], [2.38961, 6.76938, 3.38363], [2.48805, 7.98083, 2.71442], [1.55352, 8.92626, 2.76370], [0.47284, 8.68923, 3.49835], [0.26626, 7.50783, 4.20017], [1.57914, 2.19966, 4.73242], [1.08830, 0.62375, 2.88534], [-0.53743, 3.62704, 0.57113], [-0.16006, 5.31526, 2.33293], [3.18237, 6.03647, 3.32215], [3.36303, 8.20175, 2.11461], [-0.27060, 9.47728, 3.52801], [-0.62896, 7.36075, 4.78866], [2.12912, 3.52041, -2.92290], [1.45779, 2.64648, -1.80900], [0.94110, 1.97577, -1.02300], [2.99121, 2.82800, -3.41912], [1.24870, 3.79077, -3.70830], [2.58439, 4.49573, -2.37482]], "e_homo_ha": -0.4070, "de_lowest_kj_mol": 112.53, "charge": 1, "lumo_energy_ev": -3.06, "max_force_ha_per_bohr": 0.02179}



{"formula": "C45H37Br2ClFN2O9P", "method": "ωB97M-V/def2-TZVPD", "elements": ["C", "C", "O", "P", "O", "C", "C", "C", "C", "N", "C", "C", "O", "Cl", "C", "C", "N", "C", "C", "O", "F", "C", "Br", "C", "C", "Br", "O", "C", "C", "H", "H", "H", "H", "H", "H", "H", "H", "H", "H", "H", "H", "H", "H", "H", "H", "H", "H", "H", "H", "H", "C", "C", "C", "C", "C", "C", "C", "O", "C", "C", "C", "C", "C", "C", "C", "O", "H", "H", "H", "H", "H", "H", "H", "H", "C", "C", "C", "C", "C", "C", "C", "O", "C", "C", "C", "C", "C", "C", "C", "O", "H", "H", "H", "H", "H", "H", "H", "H"], "positions_angstrom": [[1.12047, -3.57952, -0.30814], [0.54735, -2.53421, 0.65059], [-0.83359, -2.23447, 0.33787], [-1.35700, -0.72805, 0.36079], [-2.81764, -0.75179, 0.19936], [-0.66669, 0.26045, -1.00167], [0.63319, 0.98301, -0.64228], [1.22126, 1.95314, -1.70669], [0.09835, 2.76789, -2.17497], [-0.78035, 3.39775, -2.54218], [2.21001, 2.90204, -0.90507], [1.78569, 4.35294, -0.84020], [1.20143, 4.83014, 0.06935], [2.26298, 5.39138, -2.20928], [1.98903, 1.25518, -2.88958], [3.07951, 0.55191, -2.17793], [3.89157, -0.01059, -1.60717], [2.71308, 2.25916, -3.86801], [4.21374, 2.16627, -3.86641], [4.84612, 1.51341, -4.61709], [4.82629, 2.93150, -2.94660], [1.17125, 0.19753, -3.65959], [1.42164, -1.62006, -3.14897], [0.29907, 0.46861, -4.64126], [-0.01108, 1.81910, -5.19986], [-0.69499, -0.88210, -5.49487], [-0.90865, 0.02928, 1.69048], [-0.84967, -0.68504, 2.94180], [-2.12686, -1.40395, 3.32122], [2.03513, -3.18112, -0.74425], [0.41881, -3.80948, -1.10215], [1.42127, -4.46306, 0.24534], [0.54342, -2.98265, 1.64289], [1.17766, -1.64916, 0.72472], [-0.56650, -0.44228, -1.82514], [-1.49019, 0.93179, -1.23066], [0.41003, 1.60923, 0.21905], [1.37547, 0.26065, -0.30847], [3.20707, 2.89563, -1.33524], [2.26252, 2.59838, 0.13417], [2.45224, 2.03516, -4.89382], [2.40546, 3.28229, -3.66879], [-1.09092, 1.95574, -5.21898], [0.40398, 2.65284, -4.65818], [0.31298, 1.86769, -6.24081], [0.00285, -1.36022, 2.98572], [-0.65074, 0.07681, 3.69288], [-2.31592, -2.24832, 2.65888], [-2.01068, -1.82534, 4.31759], [-2.98698, -0.74536, 3.25502], [-11.00876, -4.73753, -1.14712], [-10.68449, -4.37620, 0.15644], [-9.44362, -3.83191, 0.43840], [-8.51585, -3.65499, -0.58003], [-8.83405, -4.03652, -1.88430], [-10.08618, -4.56892, -2.16470], [-7.84018, -3.89736, -2.98733], [-8.12191, -4.22544, -4.12161], [-6.49563, -3.35354, -2.65299], [-5.53690, -3.26546, -3.65184], [-4.28495, -2.75068, -3.36010], [-3.98556, -2.31217, -2.07426], [-4.93537, -2.40098, -1.06953], [-6.18866, -2.92980, -1.35499], [-7.18947, -3.05015, -0.25786], [-6.93943, -2.67456, 0.86788], [-11.98237, -5.15540, -1.36669], [-11.40342, -4.51872, 0.95240], [-9.18621, -3.54360, 1.44795], [-10.32886, -4.85158, -3.17949], [-5.77491, -3.60290, -4.65107], [-3.53612, -2.68687, -4.13982], [-3.01360, -1.90370, -1.85116], [-4.70172, -2.06277, -0.07238], [5.65797, 1.25364, 0.54300], [6.27176, 2.47971, 0.29896], [6.61957, 3.30850, 1.35291], [6.34537, 2.92247, 2.65914], [5.71017, 1.70316, 2.90520], [5.37920, 0.86968, 1.84446], [5.36342, 1.28518, 4.29306], [4.81379, 0.22435, 4.50690], [5.70271, 2.21200, 5.40966], [5.34329, 1.86965, 6.70693], [5.66152, 2.71277, 7.75732], [6.34751, 3.89883, 7.51789], [6.70408, 4.24753, 6.22674], [6.37678, 3.41108, 5.16767], [6.74170, 3.81976, 3.78086], [7.33913, 4.85413, 3.57222], [5.38103, 0.59950, -0.27852], [6.48030, 2.78616, -0.71799], [7.10203, 4.25858, 1.16945], [4.89749, -0.07810, 2.04383], [4.81356, 0.94465, 6.88655], [5.37694, 2.44662, 8.76656], [6.60067, 4.55314, 8.34140], [7.23363, 5.16972, 6.03275]], "e_homo_ha": -0.3447, "charge": 0, "lumo_energy_ev": -1.09, "max_force_ha_per_bohr": 0.04105}